Record 1
{"formula": "C27H35N3O3S", "method": "ωB97M-V with the def2-TZVPD basis set", "symbols": ["C", "O", "C", "C", "C", "C", "C", "C", "C", "C", "C", "N", "C", "C", "C", "N", "C", "C", "O", "C", "C", "C", "S", "N", "C", "C", "C", "C", "C", "C", "C", "C", "O", "C", "H", "H", "H", "H", "H", "H", "H", "H", "H", "H", "H", "H", "H", "H", "H", "H", "H", "H", "H", "H", "H", "H", "H", "H", "H", "H", "H", "H", "H", "H", "H", "H", "H", "H", "H"], "xyz": [[-5.85, 0.03, -1.86], [-4.61, -0.43, -1.38], [-4.60, -1.54, -0.59], [-5.70, -2.25, -0.15], [-5.57, -3.37, 0.68], [-4.34, -3.83, 1.09], [-3.21, -3.14, 0.66], [-1.80, -3.28, 0.86], [-1.21, -2.27, 0.16], [0.25, -1.93, 0.03], [0.62, -1.39, -1.35], [0.72, -1.09, 1.13], [1.69, -1.71, 2.01], [3.05, -1.91, 1.34], [3.69, -0.58, 0.93], [4.64, -0.76, -0.15], [4.98, 0.50, -0.79], [5.90, 0.23, -1.98], [7.07, -0.44, -1.59], [6.75, -1.65, -0.94], [5.86, -1.42, 0.27], [0.37, 0.22, 1.32], [1.03, 1.12, 2.55], [-0.57, 0.73, 0.48], [-1.06, 2.04, 0.38], [-2.37, 2.19, -0.06], [-2.92, 3.45, -0.22], [-4.34, 3.61, -0.70], [-2.15, 4.56, 0.06], [-0.83, 4.43, 0.48], [0.02, 5.64, 0.75], [-0.29, 3.16, 0.63], [-2.14, -1.50, -0.47], [-3.35, -2.02, -0.17], [-5.62, 0.89, -2.49], [-6.51, 0.34, -1.04], [-6.36, -0.74, -2.46], [-6.70, -1.94, -0.43], [-6.46, -3.89, 0.99], [-4.25, -4.70, 1.73], [-1.31, -4.03, 1.44], [0.78, -2.88, 0.16], [1.69, -1.21, -1.39], [0.37, -2.14, -2.10], [0.10, -0.47, -1.60], [1.81, -1.06, 2.88], [1.29, -2.67, 2.34], [2.95, -2.53, 0.45], [3.69, -2.44, 2.05], [2.90, 0.08, 0.56], [4.14, -0.09, 1.81], [4.07, 0.99, -1.13], [5.50, 1.18, -0.08], [6.21, 1.16, -2.45], [5.35, -0.38, -2.72], [7.71, -2.10, -0.65], [6.24, -2.32, -1.65], [5.61, -2.38, 0.72], [6.41, -0.81, 1.02], [-1.17, 0.07, 0.00], [-2.96, 1.31, -0.28], [-4.88, 2.67, -0.63], [-4.35, 3.94, -1.74], [-4.86, 4.36, -0.10], [-2.58, 5.55, -0.06], [0.50, 5.54, 1.72], [0.80, 5.72, 0.00], [-0.58, 6.55, 0.74], [0.74, 3.06, 0.95]], "smiles": "COc1cccc2cc([C@@H](C)N(CCCN3CCOCC3)C(=S)Nc3cc(C)cc(C)c3)oc12", "total_charge": 0, "e_tot_ha": -1838.00970, "e_lumo_ha": 0.0232, "relative_energy_ev": 0.2603}

---

Record 2
{"formula": "C27H35N3O5", "method": "ωB97M-V with the def2-TZVPD basis set", "symbols": ["C", "C", "C", "C", "C", "C", "C", "O", "N", "C", "C", "C", "C", "C", "C", "N", "C", "C", "C", "C", "C", "O", "C", "O", "C", "N", "C", "O", "C", "C", "C", "C", "O", "C", "C", "H", "H", "H", "H", "H", "H", "H", "H", "H", "H", "H", "H", "H", "H", "H", "H", "H", "H", "H", "H", "H", "H", "H", "H", "H", "H", "H", "H", "H", "H", "H", "H", "H", "H", "H"], "xyz": [[-1.02, 4.44, -2.77], [-0.77, 3.03, -2.35], [-1.11, 1.97, -3.19], [-0.90, 0.66, -2.81], [-0.35, 0.36, -1.57], [-0.15, -1.08, -1.20], [1.17, -1.71, -1.74], [1.37, -2.90, -1.59], [1.95, -0.89, -2.46], [3.27, -1.28, -2.90], [3.49, -0.88, -4.36], [4.88, -1.31, -4.81], [5.96, -0.69, -3.93], [5.73, -1.08, -2.47], [4.34, -0.64, -2.01], [-0.21, -1.34, 0.23], [-1.51, -1.71, 0.75], [-2.49, -0.53, 0.76], [-3.77, -0.79, 1.55], [-4.75, 0.20, 0.93], [-4.10, 0.54, -0.43], [-2.95, -0.26, -0.55], [0.91, -1.18, 0.95], [1.97, -0.83, 0.44], [0.85, -1.41, 2.47], [0.14, -0.34, 3.13], [-1.00, -0.53, 3.82], [-1.54, -1.61, 3.96], [-1.57, 0.71, 4.40], [-2.69, 0.88, 5.17], [-2.78, 2.26, 5.43], [-1.71, 2.83, 4.79], [-0.98, 1.91, 4.17], [0.01, 1.41, -0.73], [-0.21, 2.73, -1.12], [-0.64, 5.14, -2.03], [-0.53, 4.65, -3.73], [-2.08, 4.62, -2.90], [-1.55, 2.19, -4.16], [-1.18, -0.14, -3.47], [-0.95, -1.66, -1.66], [1.77, 0.10, -2.40], [3.32, -2.37, -2.80], [2.73, -1.35, -4.98], [3.39, 0.20, -4.45], [5.04, -1.02, -5.85], [4.96, -2.40, -4.76], [6.94, -1.03, -4.25], [5.92, 0.40, -4.02], [5.83, -2.16, -2.36], [6.49, -0.61, -1.84], [4.16, -0.93, -0.98], [4.26, 0.45, -2.08], [-1.93, -2.49, 0.11], [-1.43, -2.09, 1.76], [-1.98, 0.37, 1.15], [-4.09, -1.82, 1.38], [-3.63, -0.64, 2.62], [-4.85, 1.10, 1.53], [-5.74, -0.23, 0.80], [-3.82, 1.60, -0.48], [-4.74, 0.32, -1.29], [0.37, -2.35, 2.73], [1.89, -1.43, 2.82], [0.53, 0.59, 3.06], [-3.34, 0.10, 5.50], [-3.53, 2.76, 6.00], [-1.39, 3.85, 4.72], [0.46, 1.21, 0.23], [0.07, 3.53, -0.45]], "smiles": "Cc1ccc([C@@H](C(=O)NC2CCCCC2)N(C[C@@H]2CCCO2)C(=O)CNC(=O)c2ccco2)cc1", "total_charge": 0, "e_tot_ha": -1590.38008, "e_lumo_ha": 0.0184, "relative_energy_ev": 0.0377}

---

Record 3
{"formula": "C27H35N4OP2SnTe", "method": "ωB97M-V with the def2-TZVPD basis set", "symbols": ["Sn", "C", "P", "C", "N", "C", "C", "C", "C", "C", "C", "N", "C", "P", "C", "C", "C", "C", "C", "C", "C", "C", "C", "H", "H", "H", "H", "H", "H", "H", "H", "H", "H", "H", "H", "H", "H", "H", "H", "H", "H", "H", "H", "H", "H", "H", "H", "H", "H", "H", "H", "O", "C", "C", "C", "C", "C", "C", "C", "N", "C", "C", "N", "H", "H", "H", "H", "H", "H", "H", "Te"], "xyz": [[-1.53, 1.72, -0.27], [-2.78, -2.11, -1.74], [-1.53, -0.79, -1.82], [0.01, -1.65, -1.32], [0.09, -2.94, -1.50], [1.27, -3.55, -1.25], [1.39, -4.95, -1.43], [2.60, -5.54, -1.24], [3.73, -4.78, -0.85], [3.64, -3.44, -0.66], [2.39, -2.80, -0.85], [2.27, -1.47, -0.61], [1.11, -0.90, -0.78], [1.03, 0.86, -0.21], [2.08, 1.78, -1.37], [1.96, 0.91, 1.42], [1.30, -0.08, 2.38], [3.46, 0.61, 1.28], [1.85, 2.33, 1.98], [-1.29, -0.54, -3.67], [-0.89, -1.84, -4.38], [-2.59, -0.03, -4.29], [-0.20, 0.51, -3.86], [-2.52, -2.91, -2.43], [-3.75, -1.68, -2.00], [-2.84, -2.55, -0.75], [0.52, -5.51, -1.73], [2.71, -6.61, -1.38], [4.68, -5.28, -0.71], [4.49, -2.84, -0.36], [2.98, 1.19, -1.57], [2.38, 2.72, -0.91], [1.58, 2.00, -2.30], [1.33, -1.10, 1.99], [0.26, 0.19, 2.59], [1.85, -0.07, 3.32], [3.66, -0.39, 0.92], [3.90, 0.72, 2.27], [3.96, 1.33, 0.63], [0.83, 2.66, 2.11], [2.37, 3.06, 1.36], [2.33, 2.34, 2.96], [-1.72, -2.54, -4.43], [-0.04, -2.35, -3.92], [-0.61, -1.59, -5.40], [-3.43, -0.68, -4.09], [-2.45, 0.00, -5.37], [-2.84, 0.97, -3.95], [0.78, 0.15, -3.53], [-0.45, 1.44, -3.35], [-0.12, 0.74, -4.92], [-1.08, 3.26, 0.97], [-1.20, 3.47, 2.27], [-0.77, 4.72, 2.76], [-0.83, 5.01, 4.10], [-1.32, 4.08, 5.01], [-1.75, 2.86, 4.55], [-1.71, 2.53, 3.18], [-2.20, 1.23, 2.75], [-2.16, 0.69, 1.52], [-2.76, -0.55, 1.60], [-3.16, -0.76, 2.87], [-2.80, 0.36, 3.58], [-0.40, 5.43, 2.04], [-0.50, 5.98, 4.44], [-1.36, 4.31, 6.06], [-2.12, 2.14, 5.27], [-2.91, -1.16, 0.74], [-3.68, -1.58, 3.33], [-2.99, 0.53, 4.55], [-3.49, 2.74, -1.61]], "total_charge": 1, "e_tot_ha": -2509.01043, "e_lumo_ha": -0.1351}

---

Record 4
{"formula": "C27H36AlClO2P2Si", "method": "ωB97M-V with the def2-TZVPD basis set", "symbols": ["C", "C", "H", "H", "H", "O", "Cl", "Al", "P", "C", "C", "H", "H", "H", "H", "H", "H", "C", "H", "H", "H", "P", "C", "C", "H", "H", "H", "C", "H", "H", "H", "H", "H", "H", "C", "O", "C", "C", "C", "C", "C", "C", "Si", "C", "C", "C", "C", "C", "C", "C", "C", "C", "C", "C", "C", "H", "H", "H", "H", "H", "H", "H", "H", "H", "H", "H", "H", "H", "H", "H"], "xyz": [[-5.45, -3.08, -0.46], [-4.14, -2.47, -0.09], [-6.25, -2.44, -0.09], [-5.53, -4.08, -0.01], [-5.50, -3.18, -1.55], [-3.97, -1.49, 0.61], [-2.73, -3.32, -0.81], [0.21, -0.07, -0.08], [0.22, -1.27, 1.90], [0.29, -0.33, 3.45], [-1.23, -2.32, 2.19], [-1.08, -2.85, 3.14], [1.57, -2.89, 3.03], [-1.37, -3.03, 1.37], [1.76, -3.03, 1.24], [-0.58, 0.33, 3.49], [-2.13, -1.70, 2.25], [1.69, -2.33, 2.09], [0.25, -1.07, 4.26], [2.60, -1.72, 2.13], [1.20, 0.27, 3.50], [-0.27, 0.72, -2.21], [-0.36, 2.53, -2.41], [0.89, 0.28, -3.55], [-1.99, -0.91, -2.77], [-2.02, 0.52, -3.85], [-2.69, 0.62, -2.20], [-1.89, 0.18, -2.82], [0.99, -0.81, -3.61], [0.47, 0.66, -4.49], [-0.68, 2.72, -3.44], [0.62, 3.00, -2.22], [1.88, 0.73, -3.37], [-1.09, 2.94, -1.70], [0.72, 1.60, 1.02], [0.43, 2.43, 1.83], [5.05, 0.54, 4.09], [4.02, 1.48, 4.06], [3.26, 1.65, 2.91], [3.51, 0.88, 1.76], [4.53, -0.07, 1.80], [5.30, -0.24, 2.96], [2.62, 1.32, 0.18], [3.14, 3.12, 0.08], [2.20, 4.14, -0.07], [2.61, 5.48, -0.11], [3.94, 5.83, 0.10], [4.88, 4.80, 0.22], [4.49, 3.46, 0.19], [3.59, 0.57, -1.29], [4.24, 1.34, -2.27], [5.07, 0.75, -3.22], [5.20, -0.64, -3.27], [4.50, -1.42, -2.34], [3.72, -0.82, -1.36], [5.66, 0.44, 4.99], [3.79, 2.10, 4.92], [2.48, 2.41, 2.88], [4.75, -0.67, 0.91], [6.10, -0.98, 2.97], [1.15, 3.86, -0.14], [1.86, 6.26, -0.26], [4.28, 6.86, 0.14], [5.93, 5.00, 0.37], [5.22, 2.65, 0.25], [4.12, 2.43, -2.27], [5.62, 1.36, -3.94], [5.83, -1.13, -4.01], [4.57, -2.51, -2.36], [3.22, -1.45, -0.61]], "total_charge": 2, "e_tot_ha": -2875.20599, "e_lumo_ha": [-0.2700, -0.2701], "relative_energy_ev": 0.0000}

---

Record 5
{"formula": "C27H36BrGeN3O5Tl", "method": "ωB97M-V with the def2-TZVPD basis set", "symbols": ["Tl", "C", "C", "O", "C", "C", "O", "C", "C", "O", "C", "C", "O", "H", "H", "H", "H", "H", "H", "H", "H", "H", "H", "H", "H", "H", "H", "H", "H", "Br", "C", "C", "C", "C", "C", "C", "N", "N", "C", "C", "C", "C", "O", "C", "N", "C", "C", "C", "C", "H", "H", "H", "H", "H", "H", "H", "H", "H", "C", "Ge", "C", "C", "C", "H", "H", "H", "H", "H", "H", "H", "H", "H", "H", "H"], "xyz": [[-2.85, -3.05, 1.26], [-0.79, 0.65, -0.81], [-3.23, 0.73, -0.50], [-3.73, 0.92, -1.86], [-5.06, 0.86, -2.12], [-5.61, -0.58, -2.05], [-4.80, -1.53, -2.68], [-4.69, -1.51, -4.07], [-3.42, -0.78, -4.51], [-2.28, -1.50, -3.86], [-1.12, -0.69, -3.63], [-0.44, -1.05, -2.35], [-1.16, -0.67, -1.22], [0.99, -0.02, -0.08], [-0.43, 1.22, -1.65], [-4.05, 1.05, 0.13], [-3.07, -0.35, -0.33], [-5.23, 1.20, -3.18], [-5.72, 1.47, -1.44], [-6.63, -0.52, -2.47], [-5.61, -0.99, -1.01], [-5.58, -1.03, -4.45], [-4.62, -2.53, -4.46], [-3.38, 0.23, -4.18], [-3.24, -0.98, -5.60], [-1.49, 0.33, -3.54], [-0.45, -0.83, -4.50], [0.57, -0.48, -2.36], [-0.12, -2.17, -2.30], [8.30, 6.59, 2.60], [6.95, 5.25, 2.53], [6.83, 4.35, 3.59], [5.90, 3.33, 3.55], [5.01, 3.29, 2.48], [5.09, 4.22, 1.45], [6.05, 5.17, 1.50], [4.06, 2.29, 2.50], [3.06, 2.52, 1.65], [2.00, 1.72, 1.63], [1.68, 0.84, 2.68], [0.57, 0.05, 2.77], [-0.22, -0.15, 1.56], [-1.17, -0.90, 1.49], [0.26, 0.62, 0.31], [-2.02, 1.37, -0.35], [-1.90, 2.70, -0.73], [-0.76, 3.40, -0.58], [0.47, 3.11, 0.15], [0.89, 1.93, 0.70], [7.57, 4.40, 4.41], [5.88, 2.57, 4.39], [4.38, 4.12, 0.63], [6.12, 5.85, 0.65], [2.35, 0.83, 3.54], [0.30, -0.48, 3.66], [-2.72, 3.14, -1.25], [-0.89, 4.39, -0.97], [0.97, 4.02, 0.33], [2.05, -3.07, 0.67], [0.61, -4.16, 1.34], [1.36, -5.96, 1.55], [0.01, -3.77, 3.23], [-1.02, -3.97, 0.20], [2.06, -2.03, 1.02], [1.89, -2.99, -0.42], [3.07, -3.47, 0.81], [2.43, -5.96, 1.82], [1.35, -6.45, 0.57], [0.87, -6.58, 2.30], [0.82, -3.81, 3.95], [-0.72, -4.57, 3.36], [-0.44, -2.79, 3.28], [-1.36, -4.98, -0.05], [-0.77, -3.37, -0.70]], "total_charge": -1, "e_tot_ha": -6414.16505, "e_lumo_ha": 0.0801, "relative_energy_ev": 1.8038}

---

Record 6
{"formula": "C27H36Cl2F12NO13S", "method": "ωB97M-V with the def2-TZVPD basis set", "symbols": ["C", "O", "C", "N", "C", "Cl", "C", "C", "Cl", "C", "S", "C", "C", "O", "C", "C", "O", "C", "O", "O", "H", "H", "H", "H", "H", "H", "H", "H", "H", "H", "H", "H", "H", "H", "H", "H", "C", "C", "O", "C", "O", "C", "F", "F", "F", "H", "H", "H", "H", "H", "C", "C", "O", "C", "O", "C", "F", "F", "F", "H", "H", "H", "H", "H", "C", "C", "O", "C", "O", "C", "F", "F", "F", "H", "H", "H", "H", "H", "C", "C", "O", "C", "O", "C", "F", "F", "F", "H", "H", "H", "H", "H"], "xyz": [[-2.03, -3.69, 5.46], [-2.73, -2.51, 5.12], [-1.85, -1.37, 5.14], [-2.47, -0.36, 4.33], [-3.68, 0.08, 4.87], [-3.77, 0.77, 6.49], [-4.80, -0.06, 4.16], [-4.79, -0.67, 2.79], [-6.32, 0.44, 4.81], [-1.54, 0.73, 3.93], [-0.37, 0.03, 2.67], [-0.73, 1.37, 5.07], [0.64, 0.78, 5.36], [1.67, 1.40, 4.54], [2.79, 0.63, 4.54], [3.28, 0.26, 3.17], [3.36, 0.30, 5.56], [-2.38, 1.83, 3.19], [-2.77, 2.81, 3.87], [-2.60, 1.66, 1.98], [-2.69, -4.31, 6.06], [-1.70, -4.22, 4.57], [-1.15, -3.46, 6.06], [-0.90, -1.69, 4.74], [-1.78, -1.07, 6.20], [-4.58, -1.73, 2.83], [-3.98, -0.21, 2.23], [-5.72, -0.44, 2.29], [-1.27, -0.69, 1.98], [-0.56, 2.41, 4.78], [-1.27, 1.41, 6.01], [0.88, 0.98, 6.40], [0.69, -0.30, 5.25], [2.79, 0.90, 2.45], [4.34, 0.49, 3.14], [3.10, -0.78, 2.95], [0.32, -1.79, -3.86], [-0.14, -2.35, -2.54], [0.94, -2.33, -1.58], [1.15, -1.18, -0.97], [0.55, -0.16, -1.14], [2.30, -1.34, 0.04], [3.33, -2.02, -0.48], [1.89, -2.02, 1.12], [2.76, -0.16, 0.45], [1.19, -2.31, -4.22], [-0.47, -1.88, -4.61], [0.58, -0.73, -3.77], [-0.42, -3.40, -2.65], [-1.00, -1.82, -2.15], [-4.48, 4.56, 1.71], [-4.89, 3.86, 0.43], [-6.30, 3.50, 0.45], [-7.15, 4.45, 0.14], [-6.90, 5.58, -0.16], [-8.58, 3.88, 0.17], [-8.80, 3.13, 1.25], [-8.80, 3.11, -0.91], [-9.49, 4.85, 0.16], [-4.73, 3.95, 2.57], [-3.41, 4.74, 1.71], [-5.00, 5.52, 1.83], [-4.34, 2.93, 0.34], [-4.67, 4.47, -0.45], [7.92, -3.22, -2.16], [7.56, -3.87, -3.48], [6.22, -4.39, -3.45], [5.25, -3.52, -3.66], [5.38, -2.35, -3.87], [3.89, -4.23, -3.64], [3.79, -5.08, -2.61], [3.71, -4.93, -4.76], [2.90, -3.35, -3.53], [7.77, -3.92, -1.34], [8.96, -2.90, -2.17], [7.29, -2.35, -1.96], [8.21, -4.72, -3.67], [7.67, -3.18, -4.31], [4.10, 2.13, -5.59], [3.72, 1.54, -6.93], [2.34, 1.13, -6.94], [1.45, 2.09, -7.16], [1.68, 3.24, -7.35], [0.04, 1.48, -7.17], [-0.13, 0.64, -6.15], [-0.18, 0.81, -8.31], [-0.89, 2.42, -7.08], [3.87, 1.44, -4.78], [5.17, 2.36, -5.57], [3.55, 3.05, -5.39], [4.29, 0.63, -7.11], [3.91, 2.23, -7.74]], "total_charge": -1, "e_tot_ha": -4600.39207, "e_lumo_ha": 0.0599, "relative_energy_ev": 0.0000}